Record 1
A 9-piece molecular cluster, C36H77NO18P overall. Source: the Open Molecules 2025 dataset; level of theory: the ωB97M-V functional and the def2-TZVPD basis.

Values from the calculation:
Orbital gap ... 5.936 eV
Energy ... -86214.985 eV
Energy above the lowest of the compared OMol25 structures with the same formula, charge and spin ... 0.000 eV

```
! RIJCOSX wB97M-V def2-TZVPD def2/J DEFGRID3
* xyz -1 1
C 3.9245 -0.7730 2.6104
N 2.8283 -0.2985 1.7763
C 1.8532 0.4385 2.5711
C 0.4175 0.4175 2.0233
C -0.5461 0.8026 3.1553
O -0.8790 -0.3558 3.8462
P -0.8700 -1.8215 2.8141
O 0.0241 -0.8374 1.5707
H 4.5512 -1.4682 2.0441
H 3.5664 -1.3169 3.5031
H 4.5493 0.0701 2.9366
H 2.3923 -1.1196 1.3524
H 2.1673 1.4947 2.6500
H 1.8036 0.0286 3.5980
H 0.3193 1.1456 1.1921
H -0.0431 1.4810 3.8718
H -1.4396 1.3367 2.7760
H -1.6003 -2.5597 3.8155
H 0.4098 -2.1707 3.3732
H -0.8412 -2.9509 1.9224
H -2.1117 -1.3342 2.2247
O 2.5241 -3.3843 1.2763
C 2.8140 -3.8878 0.2228
O 2.6216 -3.1477 -0.8896
C 3.0005 -3.5215 -2.2265
C 1.9344 -4.3351 -2.9160
C 3.3137 -5.2969 0.0494
H 3.9716 -4.0187 -2.2519
H 3.0813 -2.5347 -2.6741
H 1.7857 -5.3039 -2.4338
H 2.2092 -4.5157 -3.9558
H 0.9901 -3.7857 -2.8877
H 2.4513 -5.9654 0.0447
H 3.9435 -5.5546 0.8992
H 3.8769 -5.4321 -0.8686
O 2.4685 -0.7362 -3.8190
C 2.3095 -0.0199 -2.8515
O 1.2730 0.8400 -2.8772
C 0.8663 1.5440 -1.6863
C 1.6783 2.7998 -1.4509
C 3.2309 -0.0404 -1.6575
H 0.8857 0.8742 -0.8271
H -0.1779 1.7950 -1.8735
H 2.7286 2.5692 -1.2738
H 1.2942 3.3284 -0.5770
H 1.6136 3.4613 -2.3173
H 4.0980 0.5846 -1.8852
H 3.5780 -1.0567 -1.5148
H 2.7964 0.2847 -0.7165
O 5.1700 -6.3496 -2.4606
C 5.3426 -6.7042 -3.5999
O 5.0535 -5.8352 -4.5841
C 5.3082 -6.1049 -5.9710
C 4.2051 -6.9229 -6.6064
C 5.8022 -8.1012 -3.9394
H 6.2902 -6.5664 -6.0938
H 5.3587 -5.1146 -6.4232
H 4.1293 -7.9136 -6.1550
H 4.4055 -7.0469 -7.6723
H 3.2434 -6.4262 -6.4787
H 4.9256 -8.7502 -3.9245
H 6.4829 -8.4274 -3.1563
H 6.2887 -8.1962 -4.9056
O 7.0392 0.6314 -1.2209
C 7.7369 -0.2783 -0.8663
O 7.5520 -1.4864 -1.4476
C 8.4018 -2.6090 -1.2022
C 7.9989 -3.3736 0.0419
C 8.7532 -0.1250 0.2417
H 9.4479 -2.2974 -1.1743
H 8.2749 -3.2339 -2.0866
H 8.0963 -2.7652 0.9419
H 8.6293 -4.2572 0.1550
H 6.9587 -3.6962 -0.0376
H 8.2265 -0.2277 1.1918
H 9.1567 0.8830 0.1828
H 9.5683 -0.8428 0.2168
O 0.8573 -6.3705 -5.3528
C -0.0082 -5.5380 -5.4546
O 0.1753 -4.5445 -6.3469
C -0.7796 -3.4916 -6.5484
C -0.6115 -2.3809 -5.5327
C -1.2074 -5.5229 -4.5405
H -1.7948 -3.8910 -6.5599
H -0.5648 -3.1283 -7.5535
H -0.8050 -2.7297 -4.5176
H -1.3046 -1.5670 -5.7513
H 0.4066 -1.9911 -5.5613
H -0.9020 -5.0490 -3.6061
H -1.4752 -6.5549 -4.3255
H -2.0743 -4.9983 -4.9299
O -3.7872 7.1143 3.8157
C -3.5082 6.0139 4.2309
O -3.2117 5.0503 3.3352
C -2.7387 3.7458 3.7183
C -3.8590 2.8048 4.1059
C -3.5666 5.6615 5.6930
H -1.9861 3.8301 4.5037
H -2.2368 3.3689 2.8294
H -4.3987 3.1552 4.9864
H -3.4471 1.8163 4.3166
H -4.5715 2.7121 3.2836
H -4.6071 5.4199 5.9216
H -3.2929 6.5425 6.2688
H -2.9322 4.8289 5.9861
O -6.6797 5.6162 7.0642
C -7.5393 5.9440 6.2833
O -7.1784 6.6561 5.2028
C -8.0913 6.9775 4.1374
C -8.9122 8.2117 4.4389
C -8.9963 5.6295 6.5169
H -8.7122 6.1180 3.8894
H -7.4419 7.1522 3.2836
H -9.5625 8.0656 5.3030
H -9.5366 8.4536 3.5777
H -8.2548 9.0575 4.6467
H -9.4012 6.3875 7.1891
H -9.0520 4.6648 7.0162
H -9.5997 5.6053 5.6142
O -9.7123 6.0233 0.7304
C -8.5969 5.7145 0.3872
O -7.8250 5.0446 1.2589
C -6.5012 4.5671 0.9442
C -5.4627 5.6506 1.1228
C -8.0374 6.1222 -0.9551
H -6.4825 4.1196 -0.0499
H -6.3416 3.7609 1.6599
H -5.6191 6.4792 0.4287
H -4.4609 5.2534 0.9650
H -5.4990 6.0495 2.1356
H -7.6704 7.1458 -0.8681
H -8.8549 6.1115 -1.6722
H -7.2285 5.4961 -1.3184
*
```



Record 2
A 12-piece molecular cluster, C36H78F5O43P7 overall. Source: the Open Molecules 2025 dataset; level of theory: the ωB97M-V functional and the def2-TZVPD basis.

Values from the calculation:
Orbital gap ... 10.101 eV
SMILES ... O=C1OC[C@@H](F)O1.O=C1OC[C@@H](F)O1.O=C1OC[C@@H](F)O1.O=C1OC[C@@H](F)O1.O=C1OC[C@@H](F)O1.COP(=O)(OC)OC.COP(=O)(OC)OC.COP(=O)(OC)OC.COP(=O)(OC)OC.COP(=O)(OC)OC.COP(=O)(OC)OC.COP(=O)(OC)OC
Energy ... -205260.172 eV
Energy above the lowest of the compared OMol25 structures with the same formula, charge and spin ... 6.617 eV

```
! RIJCOSX wB97M-V def2-TZVPD def2/J DEFGRID3
* xyz 0 1
C 4.6956 -0.5421 -0.8814
C 3.8722 0.2110 -1.8803
O 4.7947 0.4545 -2.8969
C 5.7390 -0.4812 -2.7953
O 6.6722 -0.6080 -3.6329
O 5.6178 -1.1945 -1.7183
F 3.5896 1.2599 -1.1870
H 4.0426 -1.1952 -0.3025
H 5.2860 -0.0261 -0.1243
H 2.9850 -0.3345 -2.2019
C -5.9231 1.0241 -2.2718
C -5.2112 0.8543 -0.9476
O -6.1487 1.3688 -0.0919
C -7.3953 1.3105 -0.6078
O -8.4559 1.5042 -0.0311
O -7.2689 0.8672 -1.8967
F -3.9908 1.4774 -0.9150
H -5.5443 0.2690 -2.9606
H -5.9314 1.9944 -2.7683
H -5.0887 -0.1835 -0.6376
C -2.9256 0.0391 -5.6833
C -2.4115 -0.5263 -4.3194
O -2.5631 -1.9097 -4.5958
C -2.6301 -2.1472 -5.9029
O -2.7116 -3.2724 -6.4269
O -2.6894 -1.0105 -6.5436
F -3.1765 -0.1071 -3.3110
H -2.3327 0.8802 -6.0426
H -3.9809 0.3022 -5.6110
H -1.3405 -0.4219 -4.1457
C -0.4750 -3.6245 -2.7071
C 0.6511 -3.8586 -1.6513
O 1.5877 -3.0277 -2.1651
C 1.4065 -2.7780 -3.5034
O 2.0698 -1.9782 -4.2104
O 0.2246 -3.2280 -3.8490
F 1.0712 -5.1252 -1.6249
H -1.0247 -2.8212 -2.2165
H -1.0706 -4.5360 -2.7590
H 0.3951 -3.6267 -0.6175
C -4.1471 3.1132 2.1370
C -3.4132 3.2826 3.4186
O -2.9234 4.5866 3.2137
C -3.0753 4.9066 1.9628
O -2.7120 5.9512 1.4416
O -3.6132 3.9889 1.2903
F -2.5302 2.3421 3.3990
H -5.2079 3.3244 2.2716
H -4.1284 2.1095 1.7121
H -4.0568 3.1855 4.2929
C 1.5178 5.6010 -0.9754
O 0.8322 6.0994 -2.1131
P 0.3329 7.6227 -2.2081
O -0.6771 8.1490 -1.2518
O -0.1272 7.8141 -3.7472
C -1.5213 7.7822 -4.1082
O 1.7692 8.4194 -2.0756
C 2.8283 8.1335 -2.9508
H 1.5536 6.3768 -0.2106
H 2.4379 5.0601 -1.1967
H 0.9701 4.7387 -0.5953
H -1.9243 6.7745 -4.2089
H -1.6444 8.3206 -5.0479
H -2.1654 8.1945 -3.3315
H 3.3032 9.0313 -3.3465
H 2.4469 7.4995 -3.7512
H 3.6229 7.5841 -2.4459
C 6.8728 -3.0405 1.1206
O 7.6235 -1.9886 1.7888
P 6.9966 -0.4780 2.0381
O 5.5575 -0.5407 2.3848
O 8.0240 0.0421 3.1876
C 9.3601 0.3688 2.8274
O 7.4322 0.2376 0.6891
C 7.3310 1.5988 0.4604
H 7.4486 -3.3784 0.2589
H 5.8737 -2.8437 0.7320
H 6.9730 -3.9663 1.6872
H 9.6856 -0.3189 2.0469
H 10.0678 0.1300 3.6213
H 9.4537 1.4470 2.6982
H 8.3424 1.9492 0.2546
H 6.8549 2.0857 1.3116
H 6.6754 1.7899 -0.3892
C 0.0406 -6.3923 1.1193
O -0.5502 -5.3473 1.8419
P -2.0878 -5.0060 1.5237
O -2.3578 -4.6298 0.1201
O -2.8485 -6.3584 2.0827
C -3.3693 -7.3142 1.2178
O -2.4300 -3.8654 2.6394
C -2.4127 -4.1617 4.0370
H 1.0991 -6.2411 0.9077
H -0.2955 -6.5417 0.0932
H -0.0529 -7.3286 1.6694
H -2.8575 -8.2462 1.4580
H -3.2241 -7.2467 0.1396
H -4.4062 -7.5015 1.4968
H -1.5970 -3.5083 4.3468
H -2.1121 -5.1982 4.1897
H -3.3614 -3.8757 4.4912
C -7.4093 0.2743 3.0683
O -7.1862 -1.1801 3.0584
P -6.0154 -1.8561 2.2430
O -6.2185 -1.6680 0.7584
O -4.7326 -1.1835 2.9606
C -4.6485 -1.1412 4.3972
O -6.0768 -3.3372 2.8889
C -6.3472 -4.4626 2.0690
H -7.7140 0.6429 4.0478
H -8.2274 0.5138 2.3891
H -6.5791 0.9035 2.7474
H -5.3407 -1.6840 5.0409
H -4.5864 -0.1181 4.7680
H -3.6898 -1.4976 4.7737
H -5.3501 -4.7713 1.7551
H -6.9890 -4.1673 1.2389
H -6.7802 -5.2917 2.6285
C 5.1126 -0.4007 6.1306
O 4.0027 0.0683 6.8822
P 2.5306 -0.6082 6.6432
O 1.5467 -0.0987 7.5890
O 2.1515 -0.3699 5.0558
C 0.9756 -0.9909 4.5275
O 2.8474 -2.2108 6.7726
C 2.7909 -2.8748 7.9980
H 5.8015 0.3443 5.7324
H 4.8295 -1.1008 5.3446
H 5.8167 -0.8433 6.8352
H 0.4971 -1.5999 5.2946
H 1.3206 -1.6871 3.7631
H 0.2698 -0.3266 4.0289
H 3.7466 -2.7139 8.4969
H 2.4993 -3.9236 7.9428
H 2.0738 -2.4635 8.7084
C -0.8635 2.3243 0.2509
O 0.2767 1.4949 0.0862
P 0.1445 -0.1131 -0.3319
O -0.2805 -0.3748 -1.6856
O -0.8699 -0.7578 0.7523
C -2.2968 -0.8791 0.4954
O 1.5548 -0.6873 0.1374
C 2.1130 -0.2451 1.3848
H -1.1118 2.6041 1.2747
H -1.6855 1.7239 -0.1390
H -0.8631 3.1890 -0.4127
H -2.6609 -1.9058 0.5310
H -2.4879 -0.6233 -0.5468
H -2.8907 -0.1807 1.0850
H 2.3660 -1.1511 1.9355
H 1.4111 0.2654 2.0441
H 2.9759 0.4081 1.2551
C 0.4582 2.8347 -3.2508
O -0.0216 2.2219 -4.4198
P 0.8649 1.9700 -5.7711
O 1.5303 3.1693 -6.3480
O 1.9421 0.7933 -5.3543
C 2.9872 0.4325 -6.1805
O -0.0248 1.1200 -6.7658
C 0.1766 1.1266 -8.1401
H 0.2140 2.2174 -2.3863
H -0.0436 3.8001 -3.1851
H 1.5398 2.9699 -3.2530
H 3.0278 1.0247 -7.0947
H 3.0253 -0.6451 -6.3399
H 3.8826 0.7358 -5.6380
H -0.6958 1.3917 -8.7373
H 0.4900 0.1615 -8.5382
H 0.9852 1.8337 -8.3252
*
```



Record 3
C36H80B2Cs2O18S9 as an isolated structure. Source: the Open Molecules 2025 dataset; level of theory: the ωB97M-V functional and the def2-TZVPD basis.

Values from the calculation:
Orbital gap ... 7.900 eV
Energy ... -175437.375 eV
Energy above the lowest of the compared OMol25 structures with the same formula, charge and spin ... 3.489 eV

```
! RIJCOSX wB97M-V def2-TZVPD def2/J DEFGRID3
* xyz 0 1
Cs 4.4384 0.1086 0.7785
Cs 0.9590 -1.6137 -2.3249
B 1.0807 0.4049 -0.0064
H 0.3345 -0.3374 0.2310
H 0.7967 0.7851 -0.9755
H 0.9360 1.1458 0.7645
H 2.1001 0.0531 -0.0436
B 4.5925 -1.9520 -1.8696
H 4.7091 -2.1357 -0.8127
H 4.5142 -0.9093 -2.1361
H 5.4098 -2.4222 -2.3942
H 3.7854 -2.5702 -2.2309
C -0.7219 5.2932 -0.9357
C -2.0450 5.4301 -1.6840
C -1.9247 4.8023 -2.9942
S -0.7115 3.4759 -2.8826
O 0.3948 3.6997 -3.8373
O -1.3943 2.1727 -2.9317
C -0.2488 3.8768 -1.0836
H -0.9043 5.5000 0.1189
H -0.0006 5.9165 -1.4642
H -2.4195 6.4535 -1.6636
H -2.8138 4.8827 -1.1386
H -1.5955 5.6190 -3.6367
H -2.8649 4.3368 -3.2901
H 0.7934 3.5813 -0.9630
H -1.0074 3.4273 -0.4428
C -3.3206 0.0922 4.0492
C -4.1851 1.2677 4.6005
C -4.1067 2.3723 3.5951
S -2.3020 2.4527 3.1438
O -1.5345 3.4903 3.9480
O -2.4144 2.4237 1.6451
C -1.9386 0.7973 3.7949
H -3.7924 -0.2368 3.1233
H -3.3772 -0.7726 4.7102
H -3.8310 1.4644 5.6125
H -5.2360 0.9792 4.5798
H -4.6378 3.3239 3.6192
H -4.4731 2.0001 2.6384
H -1.6851 0.8811 4.8517
H -1.2152 0.2048 3.2348
C 2.5335 5.2531 2.6271
C 3.9021 5.8301 2.2112
C 4.9543 5.5557 3.2403
S 4.4803 3.8434 4.0150
O 4.9542 3.8792 5.4663
O 4.8504 2.7528 3.0665
C 2.7094 4.3023 3.7901
H 2.1497 4.7972 1.7144
H 1.8166 5.9972 2.9742
H 3.8332 6.9176 2.1845
H 4.1301 5.5433 1.1846
H 4.9528 6.2310 4.0958
H 6.0039 5.6099 2.9511
H 2.5369 4.8469 4.7184
H 2.1118 3.3932 3.8576
C -0.2411 -1.6312 5.3215
C 1.1722 -1.2204 5.5471
C 1.7140 -1.8122 6.8598
S 0.4199 -2.9735 7.5748
O -0.3173 -2.4332 8.7331
O 1.2194 -4.1913 7.5749
C -0.6391 -2.9047 6.0921
H -0.3304 -1.7999 4.2484
H -0.8459 -0.8233 5.7334
H 1.1825 -0.1397 5.4055
H 1.8319 -1.6367 4.7858
H 2.1018 -1.0857 7.5739
H 2.6268 -2.3812 6.6839
H -1.7003 -3.0337 6.3051
H -0.3656 -3.7000 5.3987
C 3.9849 3.3950 -3.6353
C 3.0953 3.7299 -2.3748
C 4.0920 4.1954 -1.2172
S 5.6782 3.4054 -1.5223
O 6.0119 2.5083 -0.4342
O 6.7338 4.3176 -1.9691
C 5.1484 2.5739 -3.0761
H 4.3616 4.3332 -4.0428
H 3.2857 3.0759 -4.4082
H 2.5211 2.9206 -1.9237
H 2.4051 4.5158 -2.6815
H 3.6947 3.7585 -0.3010
H 4.2068 5.2485 -0.9606
H 4.7321 1.5923 -2.8496
H 6.0547 2.2985 -3.6156
C 1.8004 1.7529 -7.2284
C 0.7640 0.7680 -7.7334
C 0.8396 -0.5443 -6.7840
S 2.3851 -0.4586 -5.7856
O 3.1671 -1.6654 -5.9833
O 2.1264 -0.0103 -4.4150
C 3.0972 0.9558 -6.7889
H 1.2868 2.3515 -6.4760
H 2.2198 2.3405 -8.0450
H 0.7259 0.4129 -8.7633
H -0.2596 1.1337 -7.6526
H 0.9089 -1.4648 -7.3635
H 0.0581 -0.6664 -6.0339
H 3.5325 0.4116 -7.6270
H 3.8301 1.5443 -6.2370
C 0.1420 -5.7008 1.4284
C -0.9805 -6.8120 1.2279
C -1.5386 -7.3399 2.6135
S -1.3307 -6.0290 3.8608
O -0.8807 -6.6587 5.1177
O -2.5188 -5.1192 3.8159
C 0.2338 -5.2157 2.9400
H -0.1169 -4.9302 0.7022
H 1.1706 -5.9447 1.1627
H -0.7176 -7.5843 0.5050
H -1.7566 -6.2066 0.7597
H -0.7375 -7.9601 3.0156
H -2.5449 -7.7444 2.5045
H 1.0290 -5.8115 3.3880
H 0.3680 -4.1795 3.2502
C -4.3621 -6.3656 -2.6079
C -3.2141 -7.0532 -3.4184
C -1.8895 -6.2402 -3.1447
S -2.3403 -4.5605 -2.5030
O -2.0311 -3.4210 -3.3474
O -1.8773 -4.4483 -1.1087
C -4.1659 -4.8302 -2.5408
H -4.3322 -6.8276 -1.6211
H -5.3812 -6.4748 -2.9789
H -3.3524 -7.1330 -4.4966
H -3.1350 -8.1030 -3.1357
H -1.3821 -5.8785 -4.0390
H -1.2229 -6.6411 -2.3812
H -4.5119 -4.3177 -3.4384
H -4.6521 -4.1772 -1.8161
C -4.4562 1.0334 -1.8576
C -3.2791 0.3835 -1.0882
C -3.4886 -0.7730 -0.2321
S -5.2705 -1.0968 -0.1904
O -5.9138 -0.6130 1.0247
O -5.5427 -2.4288 -0.7021
C -5.6083 0.0305 -1.6324
H -4.2815 1.3793 -2.8764
H -4.6994 1.9921 -1.3994
H -2.6813 1.0919 -0.5147
H -2.4962 0.0458 -1.7674
H -3.1979 -0.7859 0.8183
H -3.0866 -1.7133 -0.6095
H -6.6629 0.2181 -1.4303
H -5.6851 -0.5370 -2.5598
*
```



It is found that the lowest unoccupied orbital energy values, taken in the order of the records, are 1.91; 0.00; -0.16 eV.
It is found that the largest force on an atom values, taken in the order of the records, are 0.64; 7.56; 4.53 eV/A.